246
Properties=species:S:1:pos:R:3:forces:R:3:mulliken_spin:R:1 method="wB97M-V/def2-TZVPD" e_lumo_ev="-2.37 / -7.98" total_energy_ha=-4749.0893 e_homo_ev="-9.4 / -9.4" homo_lumo_gap_ha="0.25799 / 0.05180" total_charge=+1 spin_multiplicity=2 s_squared=0.756
C 2.92809 -5.87610 -1.94343 1.6 -0.3 1.2 0.0000
O 4.38854 -5.87610 -2.04741 -1.8 0.2 -1.3 0.0000
C 4.75220 -6.41268 -3.33454 -0.5 -0.2 0.9 0.0001
C 6.24556 -6.56751 -3.34666 -0.9 -0.3 0.6 -0.0001
N 6.84388 -5.30873 -3.64872 1.4 0.3 -0.6 0.0001
C 8.31568 -5.41886 -3.74778 -0.8 -0.9 -1.0 0.0000
C 8.99733 -4.15781 -4.21106 -0.6 -0.2 0.1 0.0000
O 8.57927 -3.77978 -5.53620 0.6 -0.3 -0.2 0.0000
C 9.21587 -2.58089 -5.98437 -0.1 0.3 0.6 0.0000
H 2.38236 -5.26182 -2.65963 0.3 0.3 -0.1 0.0000
H 2.78880 -5.55244 -0.91195 -0.5 0.3 -0.1 0.0000
H 2.55258 -6.89818 -1.99278 0.0 -0.2 -0.2 0.0000
H 4.41191 -5.79845 -4.16823 -0.1 0.3 0.0 0.0000
H 4.20846 -7.35365 -3.41832 0.3 -0.4 -0.2 0.0000
H 6.50676 -7.37493 -4.03073 0.3 -0.2 -0.1 0.0000
H 6.47327 -6.82164 -2.31145 0.4 -0.5 0.0 0.0000
H 6.50440 -5.05105 -4.56440 0.0 0.5 -0.2 0.0000
H 8.59837 -6.20007 -4.45341 -0.1 -0.4 -0.5 0.0000
H 8.69910 -5.83924 -2.81807 0.2 0.7 0.3 0.0000
H 10.05251 -4.42892 -4.24572 0.3 0.7 0.3 0.0000
H 8.67710 -3.41388 -3.48159 0.7 0.6 -0.1 0.0000
H 8.72547 -1.75556 -5.46820 0.0 0.4 -0.1 0.0000
H 9.20378 -2.40828 -7.06055 -0.8 -0.6 -0.1 0.0000
H 10.28376 -2.49160 -5.78506 0.2 -0.5 0.6 0.0000
C -3.34121 -0.72055 8.53402 -1.1 0.4 0.1 0.0004
O -3.44059 0.28585 7.53506 2.4 0.3 0.6 0.0000
C -2.05718 0.63817 7.27333 -1.0 1.3 -2.5 0.0004
C -1.94065 1.51948 5.96713 -0.6 -2.0 0.2 -0.0001
N -2.42797 0.70306 4.79440 -0.2 1.2 0.2 0.0053
C -2.49404 1.46920 3.54023 0.7 -1.0 -1.5 -0.0002
C -3.31953 0.69735 2.41858 0.0 1.1 0.2 -0.0001
O -4.62486 0.45127 2.85823 -0.2 0.3 2.6 0.0000
C -5.50783 -0.06520 1.93467 0.0 -0.6 -0.4 -0.0001
H -4.25873 -0.67335 9.12056 -0.2 -0.5 -0.3 0.0001
H -2.55858 -0.51871 9.26536 0.3 0.0 -0.1 0.0001
H -3.17027 -1.66621 8.01962 -0.1 -0.3 0.4 -0.0005
H -1.46112 -0.24141 7.03016 -0.1 -0.5 0.0 -0.0006
H -1.54607 1.13532 8.09778 -0.4 0.2 0.4 0.0001
H -0.86381 1.67077 5.89203 0.0 0.3 -0.5 0.0001
H -2.47115 2.47045 6.01540 0.0 0.2 0.3 0.0003
H -3.41511 0.52453 4.91185 -0.3 -0.5 0.9 -0.0004
H -1.47568 1.64436 3.19331 0.2 -0.5 -0.4 0.0000
H -2.83297 2.50356 3.59776 -0.9 0.1 0.5 0.0001
H -2.93853 -0.25870 2.05953 0.8 -0.1 0.3 -0.0003
H -3.44427 1.33839 1.54587 0.7 0.3 -0.2 0.0000
H -5.76136 0.72130 1.22387 -0.2 -0.3 -0.5 0.0000
H -6.39669 -0.46212 2.42507 -0.1 0.5 0.3 0.0000
H -5.08606 -0.96342 1.48367 0.2 0.0 -0.7 0.0000
C 7.56885 3.02258 -1.08452 -0.3 0.4 1.7 0.0000
O 6.47828 2.23235 -0.70404 -1.3 -2.1 0.0 0.0000
C 6.35744 1.83504 0.67261 -0.6 0.6 -0.1 0.0000
C 4.85723 1.54228 1.02142 2.2 0.1 -0.6 -0.0001
N 4.22094 2.78430 0.92571 -2.2 1.8 0.9 0.0000
C 2.85088 2.81556 1.46951 0.3 0.1 -1.6 0.0000
C 2.28409 4.22970 1.34434 -0.7 -1.1 0.8 0.0000
O 2.39375 4.80838 0.04897 -0.2 -0.2 0.2 0.0000
C 1.54413 5.97125 -0.03155 0.6 -0.6 0.7 0.0000
H 8.41627 2.75131 -0.45492 0.6 -0.1 -0.5 0.0000
H 7.28020 4.02511 -0.76876 0.4 0.6 -0.5 0.0000
H 7.75417 2.94985 -2.15618 0.0 -0.1 0.2 0.0000
H 6.71219 2.68968 1.24867 -0.3 0.1 0.4 0.0000
H 6.96078 0.99111 1.00706 0.6 -0.5 -0.7 0.0000
H 4.77917 1.17612 2.04511 0.2 0.1 0.2 0.0000
H 4.46240 0.72877 0.41281 -0.2 -0.2 -0.5 0.0000
H 4.01369 3.13676 0.00217 1.1 -0.3 -0.5 0.0000
H 2.74118 2.38134 2.46326 0.2 0.4 0.1 0.0000
H 2.23907 2.18087 0.82845 -0.3 -0.3 0.0 0.0000
H 2.67240 4.80852 2.18236 0.4 0.8 -0.4 0.0000
H 1.23611 4.05855 1.59037 -0.5 0.3 -0.1 0.0000
H 1.59978 6.45240 -1.00802 0.4 -0.2 0.1 0.0000
H 1.90187 6.60500 0.77992 -0.3 0.7 -0.2 0.0000
H 0.50231 5.71461 0.16040 -0.1 -0.1 0.0 0.0000
C 0.28916 -2.50225 9.89480 0.1 0.0 -0.2 -0.0032
O -0.77649 -2.82652 9.00714 0.2 -1.0 -1.8 0.1052
C -0.33662 -3.20223 7.65844 -1.1 2.5 1.5 0.0830
C 0.24711 -4.64337 7.60885 0.9 -1.2 -0.2 0.0327
N 1.14862 -4.77976 6.44800 -1.4 3.1 2.6 0.6954
C 2.37922 -4.05200 6.59471 0.9 -1.6 -1.9 0.0097
C 3.19138 -4.41902 5.33857 1.4 0.9 -1.4 0.0282
O 2.54579 -4.05163 4.09520 0.0 0.3 0.7 0.0013
C 3.36718 -4.36636 2.94416 -0.3 -0.8 -0.4 -0.0023
H 0.97051 -3.35300 9.88511 0.3 0.2 0.6 0.0039
H -0.08439 -2.28099 10.89461 -0.4 -0.6 -0.1 0.0007
H 0.81642 -1.58590 9.62950 0.1 0.0 -0.6 0.0048
H 0.30829 -2.38267 7.34140 1.1 -0.5 0.0 -0.0120
H -1.15050 -2.99592 6.96336 -0.6 -0.9 0.3 -0.0047
H -0.50279 -5.43276 7.55770 -0.3 0.4 0.0 0.0135
H 0.85833 -4.78435 8.50028 -0.1 -0.1 0.0 -0.0053
H 0.68992 -4.43125 5.61839 -0.2 -0.9 -1.2 -0.0159
H 2.91369 -4.28770 7.51497 -0.1 -0.2 -0.1 0.0066
H 2.20972 -2.97573 6.56310 -0.4 0.2 -0.1 0.0511
H 3.50825 -5.45536 5.22154 -0.3 -0.3 0.6 -0.0008
H 4.11067 -3.83825 5.41408 0.3 0.1 0.0 0.0035
H 2.90385 -4.11595 1.98985 -0.8 0.3 0.5 0.0012
H 3.46798 -5.45067 2.89725 0.5 -0.1 0.2 -0.0011
H 4.32058 -3.84435 2.86263 0.2 0.0 0.8 -0.0003
C -0.92179 0.71881 -4.28071 -0.5 -0.5 0.8 0.0000
O -1.56179 1.97217 -4.23715 -1.0 -0.2 0.2 0.0000
C -0.86567 3.06024 -4.81019 0.2 0.1 0.1 0.0000
C -1.57538 4.43593 -4.62914 0.1 -1.2 0.5 0.0000
N -2.69864 4.62197 -5.52942 0.3 0.3 -0.3 0.0000
C -3.39864 5.90963 -5.26990 -0.6 -0.8 -0.4 0.0000
C -4.83447 6.02870 -5.87780 0.9 0.0 0.9 0.0000
O -5.53217 4.81954 -5.60636 -1.0 0.2 -0.2 0.0000
C -6.93864 4.87519 -6.02775 2.2 0.5 -1.8 0.0000
H -1.67236 0.00142 -3.94890 -0.3 -0.2 -0.5 0.0000
H -0.17776 0.55664 -3.50083 0.7 0.7 -0.1 0.0000
H -0.51225 0.40903 -5.24218 -0.1 0.3 -0.3 0.0000
H -0.74178 2.79643 -5.86051 0.3 0.5 -0.3 0.0000
H 0.08121 3.03942 -4.27067 0.5 0.6 -0.3 0.0000
H -0.82232 5.22333 -4.66088 0.0 0.1 -0.4 0.0000
H -1.98927 4.42787 -3.62081 0.3 0.1 0.6 0.0000
H -3.22324 3.77745 -5.35145 -1.1 0.4 -0.2 0.0000
H -2.74465 6.65895 -5.71591 -0.2 0.3 0.0 0.0000
H -3.50357 6.14515 -4.21084 0.2 -0.2 0.4 0.0000
H -4.75431 6.44832 -6.88059 -0.2 -1.2 -0.9 0.0000
H -5.36268 6.86219 -5.41479 0.0 0.1 0.7 0.0000
H -7.56034 4.03565 -5.71670 0.4 0.4 0.8 0.0000
H -6.85972 4.78029 -7.11074 -0.3 -0.2 -0.4 0.0000
H -7.29487 5.90145 -5.93837 -0.6 -0.2 0.9 0.0000
C -4.41076 10.38694 5.37380 0.7 0.6 -0.6 0.0000
O -5.09314 9.43432 4.58224 0.0 -0.5 0.6 0.0000
C -4.36882 9.20501 3.37133 -1.4 0.8 -0.5 0.0000
C -5.13151 8.19566 2.49590 1.0 -0.3 0.9 0.0000
N -4.78687 6.81247 2.87061 0.1 0.8 -0.4 0.0000
C -5.48796 5.86359 2.01922 1.1 -0.3 0.1 0.0000
C -5.21275 4.43245 2.50399 -0.9 0.8 0.0 0.0000
O -5.87701 4.31467 3.72598 -1.1 -1.0 1.0 0.0000
C -6.03769 2.95435 4.20040 0.3 1.1 0.1 -0.0001
H -3.45645 10.00132 5.73254 0.3 -0.1 -0.2 0.0000
H -4.86312 10.81572 6.26802 -1.0 -0.7 -0.2 0.0000
H -4.25280 11.23361 4.70575 0.5 0.4 0.2 0.0000
H -3.30560 9.04002 3.54584 0.0 -0.8 0.1 0.0000
H -4.37240 10.12668 2.78943 -0.1 0.5 0.0 0.0000
H -4.86876 8.39382 1.45677 0.3 -0.3 -0.1 0.0000
H -6.21160 8.33878 2.52766 -0.2 0.4 0.4 0.0000
H -5.00273 6.67034 3.84699 -0.2 -0.1 0.1 0.0000
H -5.03137 5.95369 1.03357 -0.2 0.1 -0.3 0.0000
H -6.53065 6.17599 1.96180 -0.4 -0.7 -0.1 0.0000
H -4.14505 4.28026 2.66191 0.3 0.0 -0.3 0.0000
H -5.59578 3.69999 1.79343 0.0 -0.1 -0.3 0.0000
H -5.03891 2.59612 4.44983 -0.2 -0.5 0.0 0.0001
H -6.55841 2.29793 3.50321 0.3 0.1 -0.4 0.0000
H -6.66512 2.96878 5.09159 0.2 0.3 0.1 0.0000
C -2.58427 4.03525 -0.14967 0.8 -0.5 0.5 0.0000
O -2.37375 2.64445 -0.28652 -1.1 -1.4 0.4 0.0000
C -1.05296 2.13398 -0.33402 -0.4 1.0 0.6 0.0001
C -1.05427 0.62362 -0.51052 0.1 1.6 -1.7 -0.0003
N 0.15740 0.04923 0.04719 -0.2 -1.5 -0.5 0.0003
C 0.17151 -1.39393 -0.25485 -0.3 0.0 -0.6 0.0001
C 1.39331 -2.17876 0.17308 -0.2 -0.1 0.7 0.0005
O 2.53465 -1.77689 -0.57754 -0.4 0.7 0.5 -0.0002
C 3.74666 -2.44174 -0.30294 0.6 0.0 -0.5 0.0000
H -2.40387 4.51989 -1.10919 0.0 0.4 0.1 0.0000
H -1.92476 4.38410 0.64497 0.1 0.5 -0.2 0.0000
H -3.60755 4.17744 0.19786 0.0 0.0 -0.3 0.0000
H -0.53765 2.31796 0.60869 0.3 0.7 0.1 0.0000
H -0.63307 2.64828 -1.19848 1.0 -0.1 0.2 0.0000
H -1.01868 0.60512 -1.59978 -0.3 -1.1 -0.3 -0.0001
H -2.01652 0.22741 -0.18618 0.3 -0.4 0.4 0.0001
H 0.95538 0.38799 -0.47105 0.1 0.9 -0.1 0.0000
H 0.10696 -1.53624 -1.33359 -0.4 0.0 -0.4 -0.0001
H -0.75438 -1.77892 0.17247 0.2 -0.6 0.1 0.0000
H 1.27002 -3.25112 0.02157 -0.4 -0.2 -0.3 0.0000
H 1.47855 -2.06257 1.25351 0.8 0.3 0.2 -0.0002
H 3.69101 -3.49366 -0.58305 0.0 -0.2 0.3 0.0001
H 4.15216 -2.29148 0.69761 -0.5 -0.1 0.4 -0.0001
H 4.51231 -2.01449 -0.95051 -0.1 0.1 -0.2 -0.0001
C 7.45416 -0.57650 -1.73947 -1.0 -1.2 0.8 0.0002
O 6.82438 -1.56017 -2.59736 -0.4 1.3 -1.0 0.0000
C 5.83610 -0.88128 -3.44365 0.4 0.3 0.1 0.0001
C 5.39452 -1.69191 -4.63683 0.9 -1.3 0.1 -0.0002
N 4.47654 -2.76047 -4.24982 -0.4 0.7 -0.5 -0.0002
C 3.65501 -3.31477 -5.35997 1.4 -0.1 1.9 0.0000
C 4.48983 -3.84504 -6.51144 0.0 -0.6 -0.5 0.0000
O 5.56694 -4.74102 -6.10122 -1.4 0.7 -0.5 0.0000
C 6.19682 -5.38457 -7.22185 -0.2 0.7 0.6 0.0000
H 8.08298 -1.08857 -1.01113 0.6 -0.3 -0.7 0.0000
H 6.69066 -0.21820 -1.04897 -0.2 0.8 -0.5 -0.0001
H 7.97145 0.19885 -2.30458 -0.1 0.0 0.1 0.0000
H 6.29024 0.02463 -3.84513 0.2 0.2 0.2 0.0000
H 4.96748 -0.59810 -2.84917 0.0 0.1 0.3 -0.0001
H 6.30467 -2.10466 -5.07200 0.3 -0.2 -0.2 0.0001
H 4.96442 -1.12960 -5.46564 -0.3 0.6 0.4 0.0000
H 4.99295 -3.50525 -3.80404 0.1 -0.2 0.2 0.0001
H 2.96539 -2.52105 -5.64728 0.0 -0.2 -0.5 0.0000
H 3.11248 -4.06582 -4.78579 -0.4 -0.4 -0.8 0.0000
H 4.84841 -3.02005 -7.12700 0.6 0.2 0.2 0.0000
H 3.82041 -4.34733 -7.20979 -0.1 -0.5 0.0 0.0000
H 6.79393 -4.63026 -7.73427 0.0 -0.1 -0.4 0.0000
H 5.42672 -5.82292 -7.85661 0.1 -0.1 -0.2 0.0000
H 6.87220 -6.14987 -6.83940 -0.1 0.0 0.1 0.0000
C -12.28868 -1.31289 0.57990 0.4 -0.1 1.1 0.0000
O -11.07484 -1.75088 0.07615 1.4 0.0 -1.1 0.0000
C -11.21844 -2.79090 -0.86816 0.1 -0.3 0.4 0.0000
C -9.97013 -3.65553 -0.95084 -0.6 1.1 -1.3 0.0000
N -8.84424 -2.96602 -1.65520 -1.0 -2.3 0.7 0.0000
C -7.65755 -3.85597 -1.57307 -0.5 1.6 -0.5 0.0000
C -6.51713 -3.13800 -2.25934 2.0 -0.9 0.4 0.0000
O -5.70510 -2.42168 -1.30908 -1.4 1.1 0.3 0.0000
C -4.90143 -1.41611 -1.88989 0.4 0.0 0.0 0.0000
H -12.54697 -2.13501 1.24735 -1.4 0.1 0.0 0.0000
H -13.00480 -1.03607 -0.19382 -0.3 -0.2 0.1 0.0000
H -12.07586 -0.45581 1.21882 -0.1 0.2 -0.1 0.0000
H -11.52484 -2.39892 -1.83799 0.3 0.2 -0.3 0.0000
H -12.04175 -3.45036 -0.59361 -0.2 -0.2 0.4 0.0000
H -10.31736 -4.50129 -1.54432 0.4 -0.1 -0.5 0.0000
H -9.78052 -4.13529 0.00936 0.5 0.5 0.5 0.0000
H -8.68893 -2.03431 -1.29758 0.2 -0.1 0.4 0.0000
H -7.85395 -4.78563 -2.10717 -0.3 0.1 -0.2 0.0000
H -7.45312 -4.13271 -0.53879 0.5 0.1 0.1 0.0000
H -6.84792 -2.58108 -3.13599 -0.3 0.6 0.4 0.0000
H -5.78440 -3.82974 -2.67491 -0.2 -0.7 -0.3 0.0000
H -4.08225 -1.94203 -2.38025 0.2 0.4 -0.6 0.0000
H -4.46657 -0.71320 -1.17931 0.0 -0.6 0.8 0.0000
H -5.42748 -0.68553 -2.50440 -0.3 -0.5 -0.7 0.0000
O -3.83208 2.17334 -2.52475 -0.9 -0.2 -0.4 0.0000
H -3.23119 2.32595 -1.79545 0.3 0.0 0.6 0.0000
H -3.31631 1.67801 -3.16104 0.2 0.1 -0.3 0.0000
O 2.44965 -1.13233 -3.19491 -1.0 0.8 -0.6 0.0001
H 2.35638 -1.45314 -2.29791 0.1 -0.5 1.0 0.0000
H 3.18404 -1.63102 -3.55299 0.9 -0.9 -0.3 0.0000
O -0.88037 -5.57425 -0.04297 0.1 0.1 0.3 0.0000
H -1.21900 -6.44495 -0.25140 -0.2 -0.2 0.0 0.0000
H -0.35435 -5.33251 -0.80527 0.1 0.1 -0.3 0.0000
O 1.96671 1.12466 -1.95000 -0.3 0.8 0.5 0.0000
H 2.60183 1.79006 -2.21474 0.1 0.3 0.1 0.0000
H 2.25236 0.32851 -2.39809 0.3 -0.4 -0.6 0.0000
O 0.92908 0.68609 2.39337 0.3 0.6 2.0 0.0000
H 1.60304 0.01443 2.49770 0.3 -0.2 0.3 -0.0001
H 0.56412 0.52668 1.52295 -0.5 -0.4 -1.0 0.0000
O -0.03085 -2.41424 -3.77681 -0.5 -0.5 0.1 0.0000
H -0.14798 -2.29233 -4.71896 -0.1 0.0 -0.2 0.0000
H 0.70529 -1.84564 -3.55094 0.7 0.3 0.0 0.0000
O -2.26094 6.70601 1.79028 1.3 0.0 -0.9 0.0000
H -1.79849 6.24807 2.49217 0.1 0.0 0.2 0.0000
H -3.14277 6.84594 2.13529 -1.0 -0.1 0.7 0.0000
O 7.20385 -3.88210 -1.32700 0.4 -0.1 1.4 0.0000
H 6.96359 -3.14455 -1.88783 -0.2 0.3 -0.3 0.0000
H 7.15724 -4.64595 -1.90198 -0.4 0.0 -0.3 0.0000
O 5.55206 -1.26775 3.11412 0.2 -0.2 0.1 0.0000
H 6.16133 -0.89241 2.47840 0.1 0.2 -0.4 0.0000
H 6.11377 -1.64243 3.79259 0.2 -0.1 0.2 0.0000
O 2.89788 -1.23558 3.31112 -0.7 0.1 0.2 0.0005
H 2.61229 -2.10606 3.58850 -0.3 -0.3 0.1 0.0001
H 3.85302 -1.29311 3.28583 0.6 0.3 -0.2 -0.0001